Molecular formula: C5H10O
Method: DFT, the ωB97M-V functional and the def2-TZVPD basis

CARTESIAN COORDINATES (ANGSTROEM)
O1 -0.41 -2.57 2.27
C1 2.19 0.69 -1.82
C2 -1.09 0.69 0.48
C3 0.98 0.21 -0.96
C4 -2.22 0.81 -0.25
C5 0.25 1.02 -0.11
H1 -0.27 -3.53 2.01
H2 -1.15 0.19 1.51
H3 1.99 1.71 -2.21
H4 0.39 -2.14 2.22
H5 3.07 1.02 -1.27
H6 -2.30 0.95 -1.34
H7 1.13 -0.88 -0.83
H8 0.49 2.06 -0.04
H9 -3.22 0.73 0.15
H10 2.52 -0.08 -2.42

Output
- net charge = -1
- Kohn-Sham gap (alpha / beta) (eV) = 2.76 / 9.19
- relative energy (zero: lowest compared OMol25 entry of this formula, charge and spin) (eV) = 2.486
- DFT total energy (Ha) = -271.6000
- F_max (eV/A) = 5.10
- HOMO (alpha / beta) (Ha) = 0.043 / -0.197
- multiplicity = 2